Here is C11H44FeO15S as an isolated structure from the Open Molecules 2025 dataset. Energies are from the ωB97M-V functional and the def2-TZVPD basis.

Each line ends with the Mulliken charge.
CARTESIAN COORDINATES (ANGSTROEM)
Fe: -1.8546 1.3718 -0.5634  0.39
S: 0.1846 -0.2275 0.1087  -1.26
O: -1.2575 -0.3115 0.0321  -0.33
O: 0.0330 1.0663 -0.5061  1.51
O: 0.7177 -0.2040 1.4437  0.25
O: 0.8156 -1.2090 -0.7771  1.12
C: 3.0294 -0.5453 -2.9240  -0.31
O: 2.1530 -1.6334 -3.1630  -0.62
H: 3.2806 -0.5175 -1.8637  0.05
H: 3.8620 -0.6605 -3.6180  0.40
H: 2.5991 0.3952 -3.2683  0.13
H: 1.5104 -1.6492 -2.4500  0.29
C: 3.3717 1.4741 0.4520  -0.17
O: 2.7031 1.9871 -0.7206  -0.60
H: 2.9031 1.7789 1.3878  0.09
H: 3.2821 0.3883 0.4212  -0.07
H: 4.4369 1.7045 0.4308  0.44
H: 1.7930 1.6815 -0.7209  -0.22
C: 0.1346 3.5521 -2.6180  -0.71
O: -0.9787 3.2636 -1.7647  -0.35
H: -0.1689 4.0959 -3.5125  0.34
H: 0.8856 4.1844 -2.1445  0.32
H: 0.7155 2.6774 -2.9109  0.13
H: -1.3275 4.1108 -1.4781  0.30
C: -2.9010 0.7865 2.5381  -0.62
O: -3.3445 1.2477 1.2753  -0.23
H: -3.7281 0.3346 3.0856  0.44
H: -2.0323 0.1302 2.4856  0.11
H: -2.6278 1.6431 3.1543  0.26
H: -4.2488 1.4809 1.4977  0.28
C: 1.1170 1.0085 4.5634  -0.70
O: 1.9319 0.7169 3.3731  -0.54
H: 1.7262 1.4308 5.3626  0.28
H: 0.2017 1.5865 4.4356  0.21
H: 0.7886 0.0329 4.9218  0.28
H: 1.3115 0.4596 2.6871  0.46
C: 3.7066 -2.5676 1.3159  -0.46
O: 2.8160 -2.8983 0.2453  -0.58
H: 3.1104 -2.1138 2.1075  0.18
H: 4.2237 -3.4305 1.7356  0.33
H: 4.4236 -1.8044 1.0132  0.21
H: 2.1726 -2.2195 0.0289  0.07
C: -4.7551 -0.4210 -2.0530  -0.88
O: -3.7330 -0.2037 -1.0161  -0.20
H: -4.6757 0.4004 -2.7652  0.33
H: -4.5405 -1.3510 -2.5794  0.36
H: -5.7147 -0.4681 -1.5382  0.29
H: -3.7606 -1.0486 -0.5611  0.23
C: 0.0088 2.9483 1.5708  -0.29
O: -1.2392 2.8749 0.8726  -0.35
H: 0.1873 3.8744 2.1172  0.56
H: 0.0456 2.1012 2.2558  -0.24
H: 0.8780 2.9349 0.9132  -0.01
H: -1.6732 3.6776 1.1709  0.30
C: -0.1006 -3.2341 2.1607  -0.45
O: 0.6776 -2.3627 2.9665  -0.61
H: -0.3420 -4.1589 2.6847  0.46
H: -1.0224 -2.7320 1.8670  0.08
H: 0.3620 -3.4412 1.1957  0.25
H: 0.6502 -1.5359 2.4795  0.25
C: -1.4131 -3.7954 -1.2014  -0.21
O: -0.0986 -3.4957 -1.5932  -0.58
H: -1.9846 -2.8967 -1.4336  -0.14
H: -1.8593 -4.5608 -1.8363  0.35
H: -1.5525 -4.0643 -0.1543  0.16
H: 0.2330 -2.6618 -1.2522  0.28
C: -0.6431 0.0294 -3.2773  -0.10
O: -1.7183 0.7224 -2.5861  -0.38
H: -0.7465 0.3422 -4.3164  0.53
H: 0.3339 0.3088 -2.8832  -0.57
H: -0.8385 -1.0261 -3.0877  0.25
H: -2.4362 0.6452 -3.2188  0.24

E, hartree: -3235.4869
⟨S²⟩: 8.76
Multiplicity: 6
HOMO (spin up / spin down), eV: -11.17 / -11.17
Total charge: +1
Gap between HOMO and LUMO (spin up / spin down), hartree: 0.25853 / 0.17343